Molecular formula: C20H57FIN25O16
Method: DFT, ωB97M-V/def2-TZVPD

Each line ends with the Mulliken charge.
Positions of all 120 atoms, in Å:
C 4.32508 -0.28456 -1.87158  -1.34
C 4.02404 1.18442 -2.08260  0.25
O 3.72954 1.80473 -0.83805  -0.45
C 2.89082 1.42638 -3.13279  -0.49
O 1.99326 2.47838 -2.68131  -0.35
N 0.68708 2.12525 -2.74962  0.38
C 0.11233 1.45225 -1.82510  -0.81
N -1.26208 1.15671 -1.86089  -0.08
C -1.64697 1.38447 -0.47607  1.77
F -2.45205 0.38059 0.03856  -0.59
C -2.45769 2.65891 -0.21624  -0.85
C -1.89134 3.95642 -0.78226  -0.02
O -1.37977 4.77932 -0.09727  -0.48
I -2.10423 4.36795 -2.88855  0.06
C -0.30587 1.33956 0.35759  -1.41
N 0.69734 0.97817 -0.65268  0.35
C 0.87142 -0.44460 -0.88992  0.67
O 0.91597 -0.74165 -2.10960  -0.76
O 0.93656 -1.19869 0.07848  -0.91
H 5.03676 -0.34897 -1.04426  0.32
H 4.80789 -0.72819 -2.74308  0.39
H 3.45062 -0.86791 -1.58386  0.24
H 4.92988 1.66177 -2.47373  0.47
H 3.92584 2.73804 -0.94312  0.28
H 3.36335 1.80056 -4.04581  0.47
H 2.34111 0.52551 -3.39716  0.24
H 0.13345 2.40506 -3.55716  0.35
H -1.46475 0.19146 -2.10543  0.30
H -3.42424 2.50555 -0.70737  0.48
H -2.55548 2.80215 0.85744  0.39
H -0.01539 2.30684 0.77362  0.37
H -0.30305 0.60616 1.16037  0.37
C 3.18754 -1.87658 3.22641  0.54
O 4.15852 -1.40107 2.62930  -0.81
N 2.00859 -2.11824 2.60714  -0.24
N 3.25052 -2.17261 4.55012  -0.25
H 1.20904 -2.49789 3.07552  0.13
H 1.93947 -1.89394 1.62264  0.21
H 4.12773 -2.00447 5.02536  0.26
H 2.48111 -2.55364 5.06559  0.17
C 6.94537 -2.67242 4.38386  0.63
O 6.22336 -2.27982 5.29936  -0.73
N 8.17252 -3.22573 4.62503  -0.43
N 6.56980 -2.57298 3.08864  -0.22
H 8.78322 -3.54938 3.90093  0.15
H 8.46471 -3.30121 5.58098  0.24
H 5.66038 -2.12317 2.91946  0.27
H 7.12828 -2.89220 2.32051  0.17
C -4.81734 -0.21300 -2.12401  0.57
O -3.96939 0.48196 -2.66441  -0.65
N -5.88811 -0.72183 -2.80030  -0.40
N -4.76060 -0.54765 -0.79863  -0.17
H -6.59377 -1.29676 -2.37743  0.16
H -5.96887 -0.49692 -3.77529  0.18
H -3.98609 -0.19520 -0.26518  0.35
H -5.43958 -1.12884 -0.34336  0.18
C 6.16516 1.77585 5.20572  0.49
O 6.63181 2.41327 6.13754  -0.70
N 5.80650 2.37272 4.02263  -0.29
N 5.96134 0.43254 5.25221  -0.13
H 5.41687 1.87074 3.24728  0.16
H 5.93858 3.36301 3.95101  0.18
H 6.20012 -0.04908 6.09646  0.16
H 5.58470 -0.09679 4.48919  0.11
C 2.42236 2.48760 4.37796  0.75
O 2.46490 2.06863 5.52224  -0.69
N 2.33601 3.82209 4.09076  -0.35
N 2.45635 1.65878 3.29124  0.05
H 2.30126 4.18668 3.15885  0.11
H 2.31653 4.46299 4.86832  0.18
H 2.52674 0.67229 3.46287  0.00
H 2.42514 1.98282 2.34330  0.00
C -2.34544 7.38318 -5.66837  0.68
O -2.70626 6.22754 -5.82489  -0.60
N -2.09568 7.91886 -4.43633  -0.32
N -2.16359 8.23523 -6.72087  -0.41
H -1.79990 8.86506 -4.29297  0.17
H -2.21915 7.32110 -3.63989  0.10
H -2.33975 7.87288 -7.63885  0.22
H -1.86962 9.18742 -6.62052  0.16
C 1.34922 5.61515 7.66434  0.66
O 2.26833 6.07335 7.00455  -0.65
N 0.31243 6.39520 8.10586  -0.39
N 1.27724 4.29975 8.01102  -0.35
H -0.45265 6.04548 8.64899  0.15
H 0.33781 7.36803 7.86699  0.22
H 2.01824 3.69508 7.69494  0.21
H 0.52548 3.90788 8.54367  0.16
C -9.55960 0.48580 -2.09891  0.61
O -9.22244 0.01340 -3.17049  -0.62
N -10.86685 0.72254 -1.78171  -0.39
N -8.65322 0.81567 -1.12738  -0.32
H -11.16578 1.11017 -0.90786  0.16
H -11.55444 0.49099 -2.47365  0.23
H -7.68391 0.65555 -1.33334  0.17
H -8.90478 1.20342 -0.23862  0.16
C -2.66968 -4.21350 -1.36423  0.56
O -3.60138 -4.72903 -0.76027  -0.72
N -2.86505 -3.28246 -2.34296  -0.26
N -1.37016 -4.54257 -1.11586  -0.18
H -2.12214 -2.84368 -2.85471  0.14
H -3.81389 -3.02174 -2.54296  0.16
H -1.19248 -5.22243 -0.39956  0.22
H -0.59351 -4.13747 -1.60324  0.08
C -3.56794 -7.98002 -3.40107  0.62
O -3.72569 -9.15540 -3.67515  -0.65
N -3.49239 -7.51098 -2.12551  -0.27
N -3.44442 -7.01411 -4.37617  -0.35
H -3.35592 -6.54118 -1.90023  0.18
H -3.57601 -8.17858 -1.38239  0.16
H -3.50340 -7.31616 -5.33093  0.22
H -3.32944 -6.03739 -4.17928  0.13
C 0.59233 -6.73607 -4.60880  0.46
O 1.75083 -6.65647 -4.97167  -0.65
N -0.00641 -5.76099 -3.85049  -0.16
N -0.21312 -7.79450 -4.91727  -0.32
H -0.95670 -5.80619 -3.53539  0.22
H 0.55805 -4.97053 -3.60292  0.05
H 0.18988 -8.52962 -5.46682  0.17
H -1.17002 -7.87272 -4.62025  0.19

Forces on atoms 1 to 3 (eV/Å):
0.213 0.017 0.540
-0.103 0.273 -0.135
0.050 -0.314 -0.035

Its energy relative to the best compared isomer or geometry (same formula, charge and spin) is 0.0 kJ/mol. The frontier orbital gap comes out at 8.0 eV. As for the total energy: -102505.0281 eV.

=====

Molecular formula: C20H57InN3Na3O11P
Method: DFT, ωB97M-V/def2-TZVPD

Each line ends with the Mulliken charge.
Positions of all 96 atoms, in Å:
In 0.61269 -1.05691 4.59610  1.10
Na -1.24552 2.15451 1.84951  0.82
Na 3.49058 -1.13795 0.84976  0.91
Na 2.24769 2.24416 2.91199  0.89
P 0.82917 0.21695 1.42578  0.28
O -0.47978 -0.09499 2.22309  -0.73
O 1.98366 -0.05108 2.42416  -1.09
O 0.87955 1.74782 1.10588  -1.04
O 1.15984 -0.70295 0.22439  0.09
C -2.65600 3.08534 -1.49820  -1.20
C -1.57091 4.11176 -1.20594  0.78
C -1.99542 5.55307 -1.36302  -0.73
O -2.54509 5.81504 -2.62104  -0.27
C -2.89242 7.16220 -2.77695  -0.77
N -0.88763 3.84186 0.08321  -0.42
H -2.23324 2.07630 -1.40645  0.07
H -2.98919 3.18500 -2.52824  0.41
H -3.45294 3.06843 -0.75174  0.29
H -0.79726 3.87428 -1.94966  0.13
H -1.16056 6.24099 -1.14162  0.43
H -2.68513 5.89370 -0.57003  0.42
H -3.80825 7.39944 -2.21331  0.36
H -3.20094 7.33304 -3.80936  0.29
H -2.17037 7.95098 -2.54596  0.33
H -0.34746 4.65674 0.37354  0.22
H -0.15150 3.16879 -0.11623  -0.04
C -3.84646 -3.37959 6.44821  -1.39
C -2.53246 -3.11753 5.72222  0.27
C -2.70627 -3.07285 4.22307  -0.31
O -1.46212 -2.90118 3.55837  -0.13
C -1.67198 -2.87091 2.17274  -0.36
N -1.82465 -1.94046 6.22294  -0.38
H -3.84285 -3.14367 7.50844  0.40
H -4.16246 -4.40084 6.23646  0.40
H -4.60713 -2.72481 6.00330  0.35
H -1.85937 -3.96634 5.90015  0.25
H -3.31427 -2.18137 3.99603  -0.17
H -3.26576 -3.93372 3.85263  0.38
H -0.77257 -2.65380 1.60091  -0.23
H -2.42626 -2.13403 1.86237  0.22
H -2.09907 -3.79686 1.76400  0.46
H -2.42362 -1.11491 6.13438  0.25
H -1.71138 -2.00425 7.23332  0.31
C 4.55892 -3.72260 -2.33158  -1.31
C 4.55609 -2.26026 -2.71957  0.09
C 3.81617 -2.01273 -4.01266  -0.40
O 4.44657 -2.66395 -5.07285  -0.25
C 3.75733 -2.58602 -6.30020  -0.70
N 3.93073 -1.44809 -1.65807  -0.20
H 5.08503 -4.04512 -1.43304  0.37
H 5.10434 -4.31523 -3.07197  0.44
H 3.52290 -4.07500 -2.33106  0.18
H 5.57604 -1.85759 -2.78472  0.44
H 3.70023 -0.94686 -4.27676  0.49
H 2.77636 -2.38725 -3.88905  0.27
H 2.87363 -3.22985 -6.35392  0.33
H 4.47627 -2.85630 -7.07213  0.30
H 3.45018 -1.56385 -6.56151  0.34
H 2.95891 -1.78288 -1.64114  -0.23
H 3.82334 -0.47442 -1.94991  0.30
C 4.27488 4.75321 -0.26171  -1.44
C 2.94429 4.12220 -0.03898  0.30
O 3.04037 2.69079 -0.04512  -0.43
H 4.66969 4.59698 -1.26647  0.35
H 5.03907 4.42644 0.44135  0.32
H 4.13070 5.83356 -0.17500  0.38
H 2.18891 4.50948 -0.73231  0.12
H 2.57983 4.35038 0.97985  0.14
H 2.21725 2.27582 0.29450  0.39
C -4.74162 1.79674 2.81589  -1.09
C -3.86089 0.53894 2.85238  0.03
O -3.12774 0.41360 1.66154  -0.46
H -5.01015 2.16692 3.80436  0.36
H -5.69679 1.55739 2.34953  0.32
H -4.20442 2.56882 2.26465  0.22
H -4.43461 -0.37311 3.05196  0.32
H -3.20596 0.64135 3.73769  0.16
H -2.28510 -0.06167 1.75109  0.21
C -0.51381 -0.26359 -4.15073  -1.41
C -0.34759 -0.50819 -2.66702  0.51
O 1.01704 -0.78730 -2.39395  -0.16
H -1.52268 0.05737 -4.39959  0.41
H -0.31040 -1.19263 -4.68840  0.36
H 0.24301 0.44829 -4.48181  0.34
H -1.01784 -1.33894 -2.40126  0.24
H -0.62569 0.32899 -2.00954  -0.19
H 1.13082 -0.67507 -1.39182  0.33
C 0.94094 -5.37552 -0.37592  -1.46
C 1.00333 -3.88356 -0.56334  0.73
O 1.67643 -3.24364 0.51472  -0.43
H 0.29267 -5.64411 0.45798  0.37
H 1.96036 -5.74605 -0.30102  0.35
H 0.45080 -5.81542 -1.24642  0.39
H 0.04388 -3.40638 -0.79702  0.14
H 1.62417 -3.66098 -1.45165  -0.26
H 1.61891 -2.27253 0.31251  0.22

Forces on atoms 1 to 3 (eV/Å):
-0.930 -0.391 -0.991
-0.699 0.074 -0.322
0.166 0.014 0.033

Its energy relative to the best compared isomer or geometry (same formula, charge and spin) is 135.3 kJ/mol. Its charge is +3. The frontier orbital gap comes out at 1.5 eV. As for the total energy: -76345.4190 eV.